Entry 1:
A cluster of 2 separate species, C4H14N2O in total. Source: the OMol25 dataset; level of theory: ωB97M-V/def2-TZVPD.

Last column: natural (NBO) charge in e.
Positions of all 21 atoms, in Å:
C -2.1170 -1.1520 0.5032  -0.4849
N -0.7954 -0.4035 0.6354  -0.1210
C 0.4034 -1.1513 0.6834  -0.3330
C 1.4838 -0.2484 1.3858  -0.3899
C 1.5295 1.1416 0.4924  -0.2480
N 1.1106 0.9799 -0.8941  -0.8757
H -2.1144 -2.1495 1.2369  0.2516
H -2.3974 -1.3728 -0.5896  0.2970
H -2.7584 -0.3596 0.9966  0.2651
H -0.8928 0.1952 -0.1491  0.4503
H 0.3511 -1.9895 1.4416  0.2460
H 0.8350 -1.6239 -0.2074  0.2844
H 1.1076 -0.0649 2.3670  0.2230
H 2.4844 -0.8430 1.5304  0.2459
H 0.8910 1.7597 1.1978  0.2045
H 2.5490 1.5440 0.5996  0.2141
H 1.6048 0.1148 -1.0689  0.3596
H 1.6555 1.6987 -1.4621  0.4020
H -1.5036 0.1980 -2.9968  0.4887
H -0.4684 1.1193 -2.2212  0.5009
O -1.4185 0.7749 -2.1566  -0.9808

- Spin multiplicity: 2
- Net charge: +1
- Kohn-Sham gap (spin up / spin down): 11.5 / 6.3 eV


Entry 2:
A cluster of 2 separate species, C4H14N2O in total. Source: the OMol25 dataset; level of theory: ωB97M-V/def2-TZVPD.

Last column: natural (NBO) charge in e.
Positions of all 21 atoms, in Å:
C -0.0128 -0.4556 -1.7259  -0.2105
O 0.1976 -2.0947 -1.4697  -0.6189
C -0.6839 0.1720 -0.5442  0.1865
C -0.0026 0.6608 0.6689  -0.5788
C 0.5561 -0.7185 1.3115  -0.2066
N 1.9236 -0.0312 2.1313  -0.7105
N -2.0036 2.0907 -0.7561  -0.9689
H -0.7735 -0.5206 -2.3984  0.2359
H 0.9845 -0.2650 -2.0310  0.2548
H -0.3826 -2.4403 -0.5295  0.4750
H -1.8718 0.3112 -0.7589  0.3260
H 0.7884 1.6030 0.4380  0.3034
H -0.6758 1.3680 1.2397  0.2737
H -0.0285 -0.9852 2.2691  0.2649
H 0.9505 -1.7567 1.1263  0.3227
H 2.8045 0.0893 1.7585  0.4440
H 1.5331 0.8300 2.5788  0.4419
H 2.0956 -0.7183 2.8721  0.4459
H -1.2735 2.5879 -1.0979  0.3881
H -1.9296 2.3739 0.1310  0.4349
H -2.3827 1.9122 -1.7282  0.4964

- Net charge: +2
- Kohn-Sham gap: 8.4 eV


Entry 3:
A cluster of 2 separate species, C4H14N2O2 in total. Source: the OMol25 dataset; level of theory: ωB97M-V/def2-TZVPD.

Last column: natural (NBO) charge in e.
Positions of all 22 atoms, in Å:
N 0.2733 0.6050 1.2620  -0.8873
C 0.3545 0.0478 -0.0801  -0.1212
C 0.8598 -1.4007 0.0219  -0.4370
C -0.1890 -2.3834 0.5419  -0.0715
O -0.1980 -2.4572 1.9711  -0.7542
C 1.2058 0.8487 -1.0493  -0.2273
N 0.8217 2.2499 -0.9983  -0.9023
H -0.5220 1.2367 1.3295  0.3410
H 1.0769 1.2096 1.4385  0.3558
H 0.1173 -1.5948 2.2819  0.4857
H -0.6607 0.0177 -0.4776  0.2127
H 1.6264 -1.3422 0.8062  0.1977
H 1.4343 -1.7899 -0.8252  0.2004
H -1.1987 -2.1337 0.2069  0.1663
H 0.0926 -3.3849 0.2054  0.1560
H 1.1911 0.4172 -2.0600  0.1622
H 2.2639 0.7046 -0.7670  0.1551
H 1.3431 2.8631 -1.6100  0.3470
H -0.1682 2.2656 -1.2519  0.3661
H -3.1611 1.3895 -0.7223  0.3152
H -2.2465 2.5883 -1.0051  0.2995
O -2.5390 1.7368 -1.3956  -1.3600

- Spin multiplicity: 2
- Net charge: -1
- Kohn-Sham gap (spin up / spin down): 2.8 / 9.5 eV


Entry 4:
A cluster of 2 separate species, C4H14N2O2 in total. Source: the OMol25 dataset; level of theory: ωB97M-V/def2-TZVPD.

Last column: natural (NBO) charge in e.
Positions of all 22 atoms, in Å:
N 1.9730 -2.0235 0.4480  -0.8519
C 1.4005 -0.8295 -0.1626  -0.1954
C -0.2006 -0.6523 -0.3149  -0.0413
N -0.7586 -1.6230 -1.2712  -0.8322
C -0.7622 0.8634 -0.5487  -0.4261
C -2.1451 0.9560 0.0339  -0.0549
O -2.7339 2.0174 -0.7565  -0.7293
H 2.1112 -2.7941 -0.0979  0.3694
H 1.6337 -2.1685 1.4193  0.3638
H 1.7896 -0.0014 0.4711  0.1356
H 1.8786 -0.7371 -1.1204  0.1940
H -0.5366 -0.9753 0.7512  0.1473
H -1.5014 -1.2920 -1.6854  0.3468
H -1.0703 -2.4699 -0.7022  0.3618
H -0.6289 0.8823 -1.6798  0.2086
H -0.2523 1.6154 -0.1913  0.2005
H -2.2911 1.1761 1.0282  0.1774
H -2.5789 0.0396 -0.1056  0.1622
H -1.9947 2.6576 -1.0860  0.4672
O 1.9002 1.9209 2.1225  -0.9123
H 1.9340 1.3427 1.3900  0.4494
H 2.8340 2.0951 2.0584  0.4596

- SMILES string: NC[C@H](N)CCO.O
- Kohn-Sham gap: 9.7 eV


Calculated relative energy (zero: lowest compared OMol25 entry of this formula, charge and spin) (eV), listed in the same order as above: 2.171 9.906 0.178 3.160